Entry 1:
The following is a DFT calculation (the ωB97M-V functional and the def2-TZVPD basis) of C16H17NO4S in the gas phase.

## Properties
calculated total energy	-1373.35610	hartree
net charge	0
energy relative to the best compared isomer or geometry (same formula, charge and spin)	303.17	kcal per mole
HOMO level	-8.0	eV
structure (SMILES)	CCOC(=O)c1ccc(NC(=O)CSCc2ccco2)cc1
multiplicity	1
gap between HOMO and LUMO	8.02	eV

```
39
C16H17NO4S the ωB97M-V functional and the def2-TZVPD basis
C 5.723 2.855 3.501
C 5.759 1.690 2.338
O 4.710 1.335 1.705
C 3.903 0.637 2.529
O 4.274 0.209 3.543
C 2.564 0.219 1.932
C 2.198 0.926 0.800
C 0.893 0.777 0.144
C -0.043 -0.161 0.988
N -1.188 -0.177 0.200
C -2.239 -0.983 0.428
O -2.273 -1.679 1.543
C -3.577 -1.126 -0.359
S -3.713 0.769 -0.964
C -4.949 0.186 -2.377
C -4.300 -0.597 -3.356
C -4.299 -2.398 -3.440
C -3.571 -2.494 -4.692
C -2.953 -1.232 -5.319
O -3.594 -0.335 -4.334
C 0.462 -0.912 2.069
C 1.742 -0.626 2.325
H 6.823 2.862 3.833
H 5.225 3.928 3.182
H 5.193 2.420 4.402
H 6.309 1.984 1.567
H 6.287 0.774 2.780
H 2.669 1.682 0.458
H 0.659 1.337 -0.726
H -1.282 0.271 -0.754
H -4.398 -1.200 0.239
H -3.220 -1.796 -1.186
H -5.677 -0.380 -2.034
H -5.184 1.119 -2.927
H -4.885 -2.878 -2.836
H -3.327 -3.374 -5.074
H -2.358 -0.926 -5.966
H -0.230 -1.622 2.375
H 1.867 -1.083 3.464
```

Listed below, in e, are the natural (NBO) charges computed for each atom: -0.67, -0.06, -0.49, 0.79, -0.56, -0.22, -0.11, -0.25, 0.22, -0.62, 0.64, -0.66, -0.49, 0.06, -0.53, 0.42, -0.35, -0.22, -0.01, -0.41, -0.28, -0.12, 0.22, 0.22, 0.23, 0.17, 0.17, 0.19, 0.21, 0.43, 0.24, 0.27, 0.23, 0.25, 0.19, 0.19, 0.18, 0.27, 0.22

Entry 2:
The following is a DFT calculation (the ωB97M-V functional and the def2-TZVPD basis) of a molecular structure, C30H33BrI2NNbO18P.

## Properties
calculated total energy	-6139.86808	hartree
net charge	-1
HOMO level	-4.5	eV
multiplicity	1
gap between HOMO and LUMO	4.31	eV

```
87
C30H33BrI2NNbO18P the ωB97M-V functional and the def2-TZVPD basis
C -0.577 -1.435 5.029
O -0.006 -0.898 3.853
C 0.253 -1.840 2.836
Nb 1.104 -1.128 0.881
N 0.159 -2.512 -0.158
I -1.196 0.584 1.118
I 2.606 0.713 2.318
C 2.823 -2.592 0.869
C 4.132 -2.342 1.553
C 5.083 -1.428 0.783
Br 5.114 -4.116 1.863
P 1.587 0.185 -1.294
C 0.049 0.376 -2.261
O 2.048 1.773 -1.111
H -0.780 -0.556 5.640
H -1.520 -1.953 4.797
H 0.090 -2.146 5.540
H 0.958 -2.600 3.227
H -0.692 -2.351 2.561
H 0.591 -2.825 -1.026
H -0.096 -3.349 0.362
H 2.355 -3.504 1.261
H 3.021 -2.770 -0.199
H 4.008 -2.032 2.588
H 4.512 -0.821 0.073
H 5.824 -2.003 0.226
H 5.608 -0.744 1.455
H 0.238 0.462 -3.335
H -0.568 -0.510 -2.077
H -0.494 1.251 -1.889
H 2.752 2.004 -1.719
C -2.119 -1.608 -4.969
C -3.144 -1.636 -5.835
C -2.964 -1.892 -7.330
O -3.993 -1.898 -7.989
C -1.643 -2.106 -7.855
C -0.615 -2.072 -6.991
C -0.799 -1.824 -5.492
O 0.231 -1.815 -4.840
O 0.652 -2.242 -7.317
O -4.409 -1.448 -5.504
H -2.240 -1.416 -3.912
H -1.518 -2.280 -8.914
H 1.145 -2.159 -6.469
H -4.907 -1.521 -6.345
C -3.269 3.936 4.482
C -3.324 2.857 5.276
C -2.111 1.967 5.546
O -2.325 1.024 6.300
C -0.860 2.262 4.917
C -0.801 3.341 4.116
C -2.005 4.247 3.861
O -1.807 5.206 3.133
O 0.280 3.734 3.482
O -4.403 2.436 5.916
H -4.121 4.571 4.287
H -0.017 1.601 5.067
H 0.018 4.515 2.952
H -4.099 1.630 6.393
C 5.769 -0.450 6.296
C 6.499 -1.574 6.272
C 5.972 -2.903 5.726
O 6.776 -3.825 5.783
C 4.641 -2.974 5.212
C 3.897 -1.848 5.226
C 4.423 -0.514 5.781
O 3.636 0.411 5.752
O 2.667 -1.790 4.768
O 7.743 -1.679 6.713
H 6.139 0.488 6.685
H 4.278 -3.907 4.806
H 2.371 -0.852 4.776
H 7.977 -2.620 6.542
C -5.354 3.979 -7.591
C -4.646 2.852 -7.776
C -4.009 2.078 -6.621
O -3.403 1.071 -6.954
C -4.155 2.558 -5.278
C -4.863 3.687 -5.093
C -5.509 4.460 -6.245
O -6.130 5.458 -5.920
O -5.081 4.246 -3.921
O -4.425 2.287 -8.947
H -5.807 4.530 -8.403
H -3.699 2.010 -4.466
H -5.624 5.043 -4.101
H -3.900 1.480 -8.752
```

Listed below, in e, are the Mulliken charges computed for each atom: -0.71, 0.28, -0.87, -0.47, -0.62, -0.42, -0.35, -0.86, 1.38, -1.10, -0.31, 0.26, -0.82, -0.53, 0.14, 0.28, 0.23, 0.40, 0.45, 0.24, 0.22, 0.49, 0.45, -0.69, 0.14, 0.44, 0.27, 0.27, 0.19, 0.41, 0.31, -0.97, 0.14, 1.27, -0.69, -1.11, 0.33, 1.12, -0.64, -0.61, -0.61, 0.52, 0.45, 0.39, 0.37, -1.08, 0.37, 1.31, -0.75, -0.76, 0.03, 1.11, -0.68, -0.51, -0.61, 0.42, 0.45, 0.37, 0.39, -1.17, 0.28, 1.20, -0.69, -0.69, -0.11, 1.11, -0.57, -0.28, -0.62, 0.44, 0.59, -0.04, 0.40, -1.01, 0.33, 1.08, -0.52, -1.19, 0.37, 1.03, -0.65, -0.57, -0.61, 0.44, 0.59, 0.38, 0.37

Which value of gap between HOMO and LUMO does entry 2 give? 4.31 eV